(1)
The following is a quantum chemistry calculation of a structure of composition C23H14Cl4N2O4S6W, from the Open Molecules 2025 dataset.

Results
Total energy   -5592.477027 a.u.
HOMO-LUMO gap   5.14 eV
Charge   -2
Highest occupied orbital energy   -0.03741 Eh

Last column: natural (NBO) charge in e.
CARTESIAN COORDINATES (ANGSTROEM)
W -0.05672 -0.39994 0.04234  0.97
O -1.15367 1.37175 0.75543  -0.54
N -0.70146 2.15466 1.71885  0.01
C -1.00966 3.46224 1.63800  0.05
C -0.66546 4.33202 2.63644  -0.31
C 0.03178 3.82550 3.74311  -0.19
C 0.36824 2.49823 3.78586  -0.24
C 0.03122 1.62140 2.73622  0.03
S 0.46605 -0.00498 2.59556  0.00
H -1.53236 3.72336 0.73053  0.24
H -0.91932 5.37734 2.54264  0.21
H 0.32249 4.48253 4.55346  0.20
H 0.93247 2.08330 4.60911  0.22
O -5.96692 -1.33718 -3.39243  -0.63
C -4.83793 -1.25020 -2.95568  0.17
S -3.96300 -2.58508 -2.20017  0.29
C -2.46977 -1.72136 -1.86431  -0.42
C -2.44209 -0.41783 -2.19694  -0.41
S -1.01314 0.57437 -1.97183  -0.07
S -3.88775 0.23496 -2.94838  0.30
S -1.13038 -2.53347 -1.10736  -0.12
Cl 5.28199 -4.37691 -1.95440  -0.02
C 3.97896 -3.70533 -1.02269  -0.11
C 3.70144 -4.19180 0.24053  -0.11
Cl 4.65596 -5.47771 0.91501  -0.02
C 2.64451 -3.64669 0.98264  -0.16
Cl 2.23851 -4.26418 2.55344  -0.02
C 1.86846 -2.61697 0.46649  0.34
O 0.82119 -2.10319 1.04090  -0.75
C 2.18042 -2.09111 -0.81954  0.27
O 1.40070 -1.14001 -1.25033  -0.70
C 3.21026 -2.66024 -1.55755  -0.12
Cl 3.52645 -2.03009 -3.13852  0.00
C -3.81149 -3.48738 2.38080  -0.59
C -3.92790 -1.96184 2.32604  -0.49
C -2.82219 -1.39920 1.56357  0.38
N -1.90777 -1.00123 1.00505  -0.31
H -4.63727 -3.90790 2.95577  0.20
H -2.86880 -3.77906 2.84121  0.22
H -3.82841 -3.90154 1.37373  0.23
H -3.90121 -1.52389 3.32597  0.23
H -4.86483 -1.65832 1.85397  0.24
S 1.79348 1.33863 0.17039  -0.20
C 1.99356 2.22694 -1.34192  -0.15
C 2.26179 3.60020 -1.28277  -0.25
C 2.49145 4.34017 -2.43221  -0.22
C 2.44997 3.72739 -3.67890  -0.27
C 2.18559 2.36565 -3.74727  -0.23
C 1.96793 1.61922 -2.59978  -0.17
H 2.28184 4.08172 -0.31161  0.20
H 2.69396 5.40373 -2.35405  0.18
H 2.61764 4.30318 -4.58210  0.19
H 2.14628 1.86908 -4.71058  0.20
H 1.77489 0.55700 -2.66182  0.25


(2)
The following is a quantum chemistry calculation of a structure of composition C23H15BF5IrNO6Se at a distorted geometry, from the Open Molecules 2025 dataset.

Results
Spin multiplicity   2
Total energy   -4421.532973 a.u.
HOMO-LUMO gap (alpha / beta)   4.45 / 4.15 eV
Highest occupied orbital energy (alpha / beta)   -0.29676 / -0.29673 Eh

Last column: Mulliken spin population.
CARTESIAN COORDINATES (ANGSTROEM)
Ir -1.62904 1.62303 -0.35497  0.52
O -7.31360 3.55432 -3.65594  0.00
C -7.01487 2.34657 -3.46030  0.00
O -7.67494 1.33340 -3.72911  0.00
C -5.66533 2.13217 -2.80556  0.00
C -5.22957 0.83248 -2.54079  0.01
C -4.00638 0.64338 -1.94620  -0.01
N -3.24015 1.69172 -1.60966  0.05
C -3.64275 2.94780 -1.86673  -0.02
C -4.84701 3.21132 -2.46838  0.00
C -2.67957 3.98475 -1.43952  0.03
O -2.78593 5.13647 -1.71484  0.00
O -1.65530 3.48949 -0.70385  0.02
H -5.86152 -0.00339 -2.80494  0.00
H -3.60967 -0.33938 -1.72753  0.00
H -5.13705 4.23324 -2.66790  0.00
C 4.45977 -3.90257 -1.28240  0.00
C 5.12357 -2.58671 -0.87522  0.00
C 5.84538 -2.80646 0.46140  0.00
C 6.14877 -2.21097 -1.95453  0.00
C 4.10917 -1.45239 -0.72285  0.00
C 4.55972 -0.17922 -0.34683  0.00
C 3.70791 0.90826 -0.17782  0.00
C 2.37190 0.67161 -0.39118  0.01
O 1.29186 1.54272 -0.26634  0.03
B 0.19915 0.75189 -0.54544  0.02
O 0.52334 -0.53350 -0.87157  0.01
C 1.91429 -0.57242 -0.75680  0.00
C 2.74407 -1.65111 -0.94144  0.00
H 5.22245 -4.67604 -1.37952  0.00
H 3.94978 -3.81587 -2.24430  0.00
H 3.73910 -4.23811 -0.53347  0.00
H 6.53823 -3.64625 0.37678  0.00
H 5.13011 -3.03257 1.25468  0.00
H 6.41822 -1.92825 0.76170  0.00
H 6.84817 -3.03529 -2.10844  0.00
H 6.72564 -1.32877 -1.67404  0.00
H 5.65158 -2.00258 -2.90390  0.00
H 5.61638 -0.02643 -0.17168  0.00
H 4.07558 1.88294 0.10999  0.00
H 2.33800 -2.60679 -1.23749  0.00
F -2.75677 -0.88340 6.97518  0.00
C -2.77160 -0.33773 5.76364  0.03
C -3.92185 0.27462 5.29630  -0.01
F -5.01411 0.29655 6.05418  0.00
C -3.91589 0.87434 4.04993  0.03
F -5.03636 1.45546 3.61746  0.00
C -2.76811 0.89644 3.26638  -0.02
Se -2.72397 2.03842 1.76761  0.27
C -1.64304 0.22970 3.73570  0.01
F -0.53219 0.19072 2.99619  0.01
C -1.63459 -0.38277 4.97324  -0.01
F -0.54100 -0.99487 5.42113  0.00


(3)
The following is a quantum chemistry calculation of a structure of composition C23H15I2N3O3Os at a distorted geometry, from the Open Molecules 2025 dataset.

Results
Total energy   -1960.997512 a.u.
HOMO-LUMO gap (alpha / beta)   4.87 / 4.78 eV
Charge   +2
Highest occupied orbital energy (alpha / beta)   -0.50378 / -0.50219 Eh

Last column: natural (NBO) charge in e.
CARTESIAN COORDINATES (ANGSTROEM)
Os -0.31897 -0.31323 0.51621  1.48
I -4.16117 3.19697 0.37117  0.34
C -4.26693 1.14489 0.19077  -0.11
C -5.47510 0.48135 0.02737  -0.29
C -5.52621 -0.89624 -0.13064  -0.07
I -7.37823 -1.78757 -0.34469  0.33
C -4.32284 -1.68872 -0.13837  -0.17
C -4.25217 -3.08058 -0.32786  -0.03
C -3.02451 -3.70302 -0.34376  -0.25
C -1.86663 -2.95806 -0.14209  0.14
N -1.90741 -1.64582 0.07059  -0.53
C -3.11361 -1.01942 0.05278  0.20
C -3.05238 0.41009 0.21288  0.22
O -1.89913 0.94359 0.34078  -0.52
H -6.39131 1.05531 0.02394  0.27
H -5.15935 -3.65197 -0.47371  0.26
H -2.94798 -4.76633 -0.51872  0.26
H -0.89254 -3.42592 -0.16059  0.24
C 1.78681 1.98329 3.52004  -0.23
C 0.78538 1.30829 2.81942  0.10
N 0.86530 1.08964 1.51414  -0.44
C 1.91624 1.58388 0.83894  0.23
C 2.98374 2.23182 1.45421  -0.08
C 2.90932 2.40851 2.84745  -0.06
C 4.06573 2.70085 0.63613  -0.16
C 4.01723 2.58179 -0.70983  -0.16
C 2.89676 1.95386 -1.35414  -0.06
C 2.75309 1.81545 -2.74716  -0.07
C 1.65764 1.16397 -3.25729  -0.23
C 0.68947 0.65562 -2.38469  0.12
N 0.78886 0.81121 -1.08064  -0.36
C 1.87112 1.43857 -0.56134  0.13
H 1.67460 2.14401 4.58215  0.26
H -0.09839 0.94803 3.33081  0.23
H 3.72192 2.88910 3.37714  0.25
H 4.91608 3.16273 1.12011  0.25
H 4.82371 2.95494 -1.32721  0.25
H 3.51216 2.21964 -3.40509  0.25
H 1.53108 1.03092 -4.32160  0.26
H -0.16708 0.10890 -2.75233  0.24
C 2.87018 -2.83741 -0.23994  -0.73
C 1.59184 -2.07245 -0.15758  0.80
O 0.88958 -1.81098 -1.15132  -0.64
O 1.18199 -1.63362 0.99082  -0.70
H 2.64717 -3.90571 -0.23938  0.27
H 3.50874 -2.61721 0.61084  0.25
H 3.36622 -2.60298 -1.17874  0.26


(4)
The following is a quantum chemistry calculation of a structure of composition C23H15N5O9Pt, from the Open Molecules 2025 dataset.

Results
Spin multiplicity   5
Total energy   -1954.648787 a.u.
HOMO-LUMO gap (alpha / beta)   6.53 / 4.06 eV
Charge   +2
Highest occupied orbital energy (alpha / beta)   -0.51628 / -0.53552 Eh

Last column: Mulliken spin population.
CARTESIAN COORDINATES (ANGSTROEM)
Pt -0.47420 0.54301 0.17874  1.60
C -1.66513 -0.26364 3.55765  0.00
O -0.93553 0.60429 2.67280  0.05
C -0.09188 1.50827 3.24832  0.12
C 0.01550 1.67043 4.61342  -0.06
C 0.84512 2.65922 5.12554  0.14
C 1.57822 3.50086 4.28303  -0.01
C 1.47812 3.35162 2.92723  0.07
C 0.65373 2.34537 2.38201  0.05
N 0.60430 2.13242 1.01894  0.42
N 1.00822 3.12475 0.26493  -0.10
C 1.40102 2.99527 -0.99041  0.09
C 1.65602 1.65908 -1.63314  0.08
O 1.31115 0.59856 -1.06415  0.20
C 2.36204 1.61927 -2.86895  0.03
C 2.69304 2.76648 -3.49045  0.02
C 2.36743 4.08125 -2.96783  0.02
C 2.70845 5.21987 -3.67016  0.02
C 2.39615 6.47996 -3.16672  0.08
C 1.73858 6.60236 -1.95267  -0.04
C 1.39802 5.47068 -1.23060  0.12
C 1.71294 4.20167 -1.72660  0.01
H -2.39828 0.30694 4.12358  0.00
H -0.98861 -0.78875 4.22724  0.00
H -2.17376 -0.98452 2.92562  0.00
H -0.55934 1.05707 5.29297  0.00
H 0.91322 2.77960 6.20058  0.00
H 2.22776 4.25734 4.70317  0.00
H 2.04572 3.97732 2.25449  0.00
H 2.60025 0.64616 -3.27780  0.00
H 3.21649 2.71449 -4.44021  0.00
H 3.22627 5.12739 -4.61902  0.00
H 2.66813 7.36641 -3.72552  0.00
H 1.49108 7.58199 -1.56736  0.00
H 0.88234 5.55888 -0.28393  0.01
O -6.57846 -3.64175 2.32024  0.01
N -5.45076 -3.96506 2.02766  -0.02
O -4.90370 -5.02565 2.23601  0.03
C -4.61223 -2.91642 1.37660  0.22
C -3.29423 -3.24406 1.04988  0.01
C -2.50683 -2.28452 0.50277  0.09
C -3.01045 -0.95758 0.22077  0.16
O -2.34888 -0.10060 -0.42155  0.34
C -4.37255 -0.69179 0.63215  0.15
C -5.16795 -1.65266 1.16855  -0.03
N -4.90754 0.68487 0.53101  -0.01
O -6.04252 0.79578 0.13897  0.01
O -4.12221 1.57526 0.79096  0.02
N -1.10594 -2.65173 0.19323  -0.01
O -0.81460 -3.80742 0.21810  0.02
O -0.29572 -1.75616 -0.09709  0.06
H -2.91286 -4.24219 1.22423  0.00
H -6.19608 -1.44817 1.44015  0.01